{"formula": "C6H37NO12", "method": "ωB97M-V/def2-TZVPD", "symbols": ["O", "O", "O", "O", "O", "O", "O", "O", "O", "O", "O", "O", "N", "C", "C", "C", "C", "C", "C", "H", "H", "H", "H", "H", "H", "H", "H", "H", "H", "H", "H", "H", "H", "H", "H", "H", "H", "H", "H", "H", "H", "H", "H", "H", "H", "H", "H", "H", "H", "H", "H", "H", "H", "H", "H", "H"], "xyz": [[3.47, -2.50, 1.41], [-2.13, -0.38, -1.32], [-1.53, -2.96, -0.99], [0.82, 3.06, -0.55], [-2.63, 2.73, -1.46], [-2.27, -0.76, 2.39], [0.84, 1.65, 1.73], [-0.55, -2.60, 1.46], [-1.31, 4.62, -0.08], [-1.65, 1.82, 2.75], [-3.07, 1.15, 0.66], [-0.42, 1.44, -2.29], [1.40, -0.86, -2.08], [0.67, -1.89, -2.87], [0.95, 0.23, 1.50], [1.13, -1.09, -0.62], [1.55, -0.45, 2.72], [2.84, -0.88, -2.39], [1.77, 0.03, 0.21], [-0.15, 0.01, 1.35], [1.42, -1.51, 2.70], [-2.56, 1.53, 1.43], [-1.63, -1.42, 2.08], [3.03, -0.77, -3.49], [0.98, -1.83, -3.88], [1.75, 0.99, -0.33], [-4.00, 1.25, 0.87], [1.61, 2.03, 2.15], [-1.49, 0.23, -1.75], [1.52, -2.06, -0.24], [-0.91, -2.77, 0.55], [-1.92, 2.28, -2.01], [-1.77, 0.90, 3.06], [0.24, 0.78, -2.45], [-1.77, -1.99, -1.15], [-1.62, 4.47, 0.72], [-2.66, -0.37, 1.54], [-2.49, 0.09, -0.55], [2.59, -2.43, 1.10], [3.35, 0.01, -1.90], [0.04, -1.08, -0.49], [-2.83, 2.16, -0.74], [-0.70, 1.83, 2.48], [3.35, -1.79, -2.08], [0.82, -2.92, -2.57], [2.79, -0.17, 0.45], [2.67, -0.30, 2.83], [0.05, 2.12, -1.69], [0.13, 3.76, -0.45], [3.86, -3.33, 1.03], [-0.37, -1.69, -2.83], [-1.89, 4.08, -0.64], [0.78, 2.51, 0.30], [-0.74, -3.41, 1.94], [1.07, -0.14, 3.59], [-2.42, -3.38, -1.09]], "mulliken_spin": [0.0045, 0.0004, 0.0001, 0.0003, 0.0023, 0.0003, 0.0011, 0.0019, 0.0000, 0.0000, -0.0001, 0.0315, 0.7321, 0.0230, 0.0011, 0.0724, 0.0019, 0.0132, -0.0049, 0.0023, 0.0002, 0.0000, 0.0000, 0.0022, 0.0036, -0.0043, 0.0000, -0.0005, -0.0011, 0.0546, 0.0016, -0.0013, 0.0000, -0.0108, -0.0008, 0.0000, 0.0000, 0.0002, -0.0078, 0.0086, -0.0127, -0.0003, -0.0003, 0.0532, 0.0307, -0.0027, -0.0004, -0.0034, 0.0001, -0.0001, 0.0079, 0.0000, 0.0004, 0.0000, -0.0003, -0.0001], "relative_energy_ev": 0.0000, "lumo_ev": [-2.74, -8.29], "e_homo_ev": [-13.5, -13.5], "spin_multiplicity": 2, "charge": 1, "total_energy_ha": -1208.1259}